Entry 1:
C29H36N6S2ScSe4 as an isolated structure. Source: OMol25; level of theory: ωB97M-V/def2-TZVPD.

Values from the calculation:
Maximum force = 0.62 eV/A
Calculated total energy = -343356.04646 eV
HOMO energy = -9.0 eV
HOMO-LUMO gap = 5.67 eV
LUMO = -3.4 eV
Total charge = +1

```
78
Properties=species:S:1:pos:R:3:forces:R:3
Sc 1.3469 1.1693 1.2096 -0.02 0.12 -0.29
C 3.9379 2.6886 2.3284 -0.10 0.10 0.00
C 4.2363 1.2576 2.6989 0.03 -0.17 -0.05
N 3.5786 0.3336 1.7511 -0.09 -0.09 0.10
C 3.5124 -1.0222 2.2980 0.03 0.07 -0.01
C 2.3206 -1.1281 3.2141 -0.05 0.11 0.00
C 2.1573 -2.1956 4.0744 0.03 -0.04 0.06
C 1.0547 -2.2100 4.9123 -0.01 -0.05 0.04
C 0.1702 -1.1461 4.8869 -0.02 -0.02 0.08
C 0.3994 -0.1094 4.0013 0.14 0.06 -0.10
C -0.5228 1.0833 3.9528 -0.01 0.05 -0.01
N -0.1598 2.0524 2.9150 0.18 -0.01 0.02
C 0.3996 3.3219 3.4140 -0.20 -0.01 0.00
C 1.8905 3.1987 3.5990 0.12 0.05 -0.09
N 2.4823 2.9097 2.2835 -0.03 -0.26 0.19
N 1.4433 -0.1136 3.1624 -0.10 -0.16 0.09
H 4.4179 3.3718 3.0347 0.02 0.00 0.02
H 4.3242 2.8955 1.3328 0.06 0.04 -0.03
H 5.3162 1.0888 2.7164 0.03 0.00 0.02
H 3.8624 1.0257 3.6986 -0.03 0.03 0.00
H 4.0838 0.3435 0.8707 0.01 0.04 0.00
H 3.4280 -1.7438 1.4851 -0.05 -0.01 -0.02
H 4.4162 -1.2825 2.8583 0.04 -0.02 0.00
H 2.8890 -2.9931 4.0913 -0.03 0.01 0.00
H 0.8959 -3.0371 5.5929 0.00 0.02 -0.02
H -0.6901 -1.1142 5.5430 0.02 -0.01 0.00
H -1.5391 0.7307 3.7735 -0.02 -0.03 0.02
H -0.5301 1.5569 4.9392 0.00 0.00 0.03
H -0.9702 2.2717 2.3437 0.00 -0.05 -0.02
H 0.1856 4.0786 2.6562 0.02 0.04 0.00
H -0.0825 3.6327 4.3446 -0.03 0.01 0.01
H 2.3056 4.1166 4.0245 -0.01 0.04 0.01
H 2.1230 2.3832 4.2889 0.02 -0.01 -0.02
H 2.3187 3.7068 1.6591 -0.03 -0.03 -0.05
S -1.2526 -0.3365 1.2233 0.19 -0.01 0.06
C -1.2241 -0.5254 -0.4407 0.54 -0.25 -0.10
N -2.2311 -0.2615 -1.2298 -0.35 0.11 -0.27
C -2.1193 -0.4526 -2.6764 -0.09 0.11 0.15
C -1.4280 -1.7527 -2.9273 0.26 -0.03 0.01
N -0.1220 -1.7319 -2.2504 -0.03 -0.17 -0.47
C 0.9696 -2.3728 -3.0168 -0.14 0.03 0.10
C 1.2164 -1.6181 -4.2989 0.01 0.04 0.03
C 1.1213 -2.2614 -5.5264 0.05 0.02 -0.03
C 1.3368 -1.5542 -6.7039 0.01 0.02 0.05
C 1.6365 -0.2010 -6.6525 -0.01 0.01 0.04
C 1.7236 0.4470 -5.4243 0.00 -0.02 -0.03
C 1.5161 -0.2584 -4.2497 -0.03 0.02 -0.07
C 0.0424 -1.1306 -1.0984 -0.31 0.13 0.51
S 1.5101 -1.1066 -0.2771 -0.08 0.20 -0.03
C -3.4842 0.3734 -0.7855 0.16 0.03 -0.08
C -4.6400 -0.5831 -0.8990 -0.08 -0.03 0.00
C -5.6828 -0.3203 -1.7780 -0.04 -0.01 -0.01
C -6.7530 -1.2014 -1.8860 0.03 -0.01 0.02
C -6.7790 -2.3539 -1.1165 0.05 0.01 0.02
C -5.7355 -2.6239 -0.2358 -0.03 0.02 -0.03
C -4.6717 -1.7427 -0.1264 0.04 -0.03 0.03
H -1.5709 0.3925 -3.1032 0.01 -0.01 -0.02
H -3.1256 -0.4790 -3.0895 -0.01 0.02 0.01
H -1.2394 -1.8812 -3.9908 0.00 -0.01 -0.01
H -2.0185 -2.5959 -2.5636 -0.01 -0.03 0.04
H 0.6525 -3.3953 -3.2276 -0.01 -0.03 0.00
H 1.8482 -2.4087 -2.3812 0.03 0.02 -0.01
H 0.8855 -3.3196 -5.5670 0.00 0.02 0.01
H 1.2661 -2.0599 -7.6581 0.00 0.00 0.02
H 1.8012 0.3511 -7.5688 0.00 -0.01 0.02
H 1.9571 1.5032 -5.3755 0.00 -0.03 -0.02
H 1.5853 0.2615 -3.2996 0.04 -0.01 0.05
H -3.6313 1.2399 -1.4326 -0.01 0.02 0.02
H -3.3315 0.7285 0.2274 -0.02 0.00 0.07
H -5.6665 0.5848 -2.3758 0.00 -0.01 0.01
H -7.5635 -0.9850 -2.5698 0.01 0.00 0.01
H -7.6110 -3.0412 -1.1979 0.02 0.01 0.01
H -5.7588 -3.5198 0.3715 0.00 0.01 -0.01
H -3.8624 -1.9486 0.5693 -0.05 0.02 -0.05
Se -0.5302 2.5421 -0.2604 0.02 -0.04 0.08
Se 0.3939 4.3777 -1.3688 0.11 0.00 0.01
Se 2.6539 4.1937 -0.7274 -0.10 0.13 -0.19
Se 2.9145 1.9061 -0.9892 -0.09 -0.11 0.11
```
Forces are in eV/Å.

Entry 2:
A 4-piece molecular cluster, C29H36O13 overall. Source: OMol25; level of theory: ωB97M-V/def2-TZVPD.

Values from the calculation:
Maximum force = 0.55 eV/A
Calculated total energy = -57275.11384 eV
SMILES = CC(=O)OCCCCCc1ccc2c(c1)C(=O)C=CC2=O.C[C@@H]1COC(=O)O1.C[C@@H]1COC(=O)O1.C[C@@H]1COC(=O)O1
HOMO energy = -9.5 eV
HOMO-LUMO gap = 8.71 eV
LUMO = -0.8 eV

```
78
Properties=species:S:1:pos:R:3:forces:R:3
C 4.7569 -2.0659 -2.0973 -0.22 0.10 0.12
C 5.1246 -0.9923 -1.1020 -0.04 -0.06 -0.11
O 5.0185 -1.1312 0.0835 0.14 -0.01 0.11
O 5.6487 0.1490 -1.6163 -0.13 0.14 0.18
C 4.8888 0.7947 -2.6582 -0.09 -0.28 -0.04
C 3.5227 1.2207 -2.1374 0.14 0.05 0.26
C 2.9535 2.4791 -2.7873 0.21 0.04 -0.33
C 2.3117 2.2991 -4.1781 0.05 -0.11 0.11
C 1.6629 0.9406 -4.4353 -0.25 0.09 -0.07
C 0.6211 0.4929 -3.4353 -0.12 -0.17 0.14
C 0.2134 -0.8474 -3.4402 -0.04 0.01 0.21
C -0.7054 -1.3381 -2.5209 0.02 0.24 -0.09
C -1.2224 -0.4805 -1.5566 0.11 0.12 -0.03
C -0.8460 0.8627 -1.5556 0.06 -0.10 -0.12
C 0.0531 1.3514 -2.4948 -0.14 -0.10 -0.16
C -1.4138 1.7606 -0.5053 -0.01 -0.11 0.00
O -1.6119 2.9379 -0.6871 0.18 0.13 0.10
C -1.7291 1.0794 0.7831 0.04 -0.25 -0.06
C -2.0860 -0.2069 0.7889 0.35 0.40 0.15
C -2.1637 -0.9528 -0.5012 0.01 0.07 -0.01
O -2.9426 -1.8596 -0.6804 0.14 -0.24 -0.02
H 5.5735 -2.2303 -2.7978 -0.02 -0.02 -0.04
H 3.8663 -1.7675 -2.6535 0.04 -0.01 -0.07
H 4.5187 -2.9709 -1.5475 0.08 -0.05 -0.03
H 5.4854 1.6551 -2.9504 0.06 -0.02 -0.01
H 4.7970 0.1077 -3.5037 0.10 0.16 -0.17
H 3.6481 1.4206 -1.0697 0.02 0.05 -0.02
H 2.8300 0.3778 -2.2040 -0.06 0.05 0.06
H 3.7773 3.1905 -2.8957 -0.06 0.08 0.09
H 2.2768 2.9567 -2.0857 -0.08 -0.10 -0.06
H 1.5678 3.0827 -4.3406 0.03 0.05 0.05
H 3.0725 2.4536 -4.9467 -0.03 -0.05 -0.05
H 2.4268 0.1611 -4.5090 0.02 -0.01 0.04
H 1.1781 0.9665 -5.4167 0.08 0.00 -0.04
H 0.6434 -1.5294 -4.1658 0.01 0.04 -0.02
H -1.0069 -2.3773 -2.5320 -0.03 0.01 0.00
H 0.3081 2.4015 -2.4657 -0.04 -0.02 0.00
H -1.6567 1.6614 1.6933 -0.17 0.11 -0.05
H -2.2970 -0.7239 1.7153 -0.33 -0.10 -0.17
C -5.9519 -1.3060 0.4207 -0.06 0.11 0.12
C -7.2188 -1.3034 -0.3893 0.09 0.01 0.01
C -7.2052 -0.4623 -1.6484 0.01 -0.02 -0.05
O -8.5874 -0.1159 -1.7997 0.02 0.03 -0.01
C -9.1558 -0.1352 -0.5685 0.01 0.01 0.03
O -10.2430 0.2740 -0.3208 -0.01 0.00 -0.01
O -8.3073 -0.6823 0.3300 -0.04 -0.04 -0.02
H -6.1453 -1.6747 1.4272 0.00 -0.08 -0.03
H -5.2041 -1.9476 -0.0412 0.01 0.02 0.02
H -5.5385 -0.2992 0.5055 -0.02 0.01 0.00
H -7.5317 -2.3254 -0.6226 -0.01 -0.01 0.02
H -6.8580 -0.9879 -2.5336 -0.08 -0.02 -0.02
H -6.6298 0.4567 -1.5121 0.05 -0.02 0.01
C 0.5632 -2.3786 5.0684 0.04 0.06 -0.14
C -0.7662 -3.0206 4.7708 0.06 0.01 0.03
C -0.7247 -4.3564 4.0566 0.02 -0.04 0.01
O -1.9684 -4.3584 3.3452 0.02 -0.01 -0.01
C -2.3176 -3.0731 3.1159 0.01 -0.03 -0.03
O -3.1910 -2.7205 2.3924 -0.02 -0.05 0.12
O -1.5170 -2.2356 3.8207 -0.04 -0.01 0.03
H 0.4268 -1.3229 5.2993 -0.03 -0.02 0.08
H 1.0285 -2.8618 5.9271 0.01 -0.01 -0.01
H 1.2372 -2.4550 4.2142 -0.02 0.00 -0.01
H -1.3740 -3.0956 5.6769 0.00 0.02 0.00
H -0.6778 -5.2171 4.7177 -0.10 -0.01 -0.01
H 0.0896 -4.4004 3.3295 0.04 0.01 0.04
C 4.1135 2.7797 4.0323 0.12 -0.03 -0.10
C 3.0271 3.1311 3.0503 0.03 -0.04 0.07
C 2.3645 1.9698 2.3360 0.00 -0.06 0.01
O 1.9576 2.5715 1.1005 -0.02 -0.04 -0.01
C 2.8020 3.6026 0.8469 0.06 -0.12 -0.07
O 2.8666 4.1715 -0.1941 0.00 0.12 0.11
O 3.5654 3.8620 1.9288 -0.09 0.06 0.00
H 4.7152 3.6589 4.2572 -0.06 0.03 0.05
H 3.6748 2.4143 4.9607 -0.01 -0.02 0.00
H 4.7737 2.0118 3.6277 0.00 0.01 -0.02
H 2.2707 3.7687 3.5170 0.01 0.02 0.00
H 1.4976 1.5642 2.8512 -0.06 0.05 -0.06
H 3.0756 1.1701 2.1132 0.02 -0.01 0.05
```
Forces are in eV/Å.

Entry 3:
C29H37ClN3O4S2Ti as an isolated structure. Source: OMol25; level of theory: ωB97M-V/def2-TZVPD.

Values from the calculation:
Maximum force = 3.09 eV/A
Calculated total energy = -100638.04800 eV
2S+1 = 3
ΔE to the lowest compared entry with this formula, charge and spin = 20.0 kcal per mole
⟨S²⟩ = 2.038
HOMO energy (spin up / spin down) = -8.2 / -9.9 eV
HOMO-LUMO gap (spin up / spin down) = 6.30 / 7.80 eV
LUMO (spin up / spin down) = -1.9 / -2.1 eV
Total charge = +1

```
77
Properties=species:S:1:pos:R:3:forces:R:3
Ti -0.9482 -0.0416 0.2645 0.49 0.07 -0.12
C -3.2607 -1.9467 0.8073 -1.10 0.01 0.51
C -2.7125 -2.0371 2.2395 0.23 -0.76 -1.85
N -1.5346 -1.1857 2.3620 0.60 -0.74 0.34
C -1.3499 -0.7214 3.7273 0.55 0.82 -0.34
C -0.9739 0.7531 3.7119 -0.87 0.61 -0.35
S -1.7325 1.6358 2.2693 0.44 0.11 0.06
C -3.4662 1.0940 2.2592 -1.01 -0.75 -0.32
C -3.9175 0.5456 0.8585 0.93 -0.07 1.36
N -3.0728 -0.5755 0.3511 -0.64 1.67 -2.52
H -2.7323 -2.5539 0.0850 0.21 -0.37 0.07
H -4.3417 -2.2599 0.7965 0.84 0.27 0.01
H -3.4652 -1.6199 2.8528 -0.77 0.07 0.96
H -2.5513 -3.0989 2.4741 0.04 0.32 0.26
H -0.7131 -1.7260 2.1157 -0.03 -0.36 -0.23
H -2.2318 -0.9031 4.3021 -0.62 0.03 0.41
H -0.5538 -1.2679 4.1959 0.42 -0.34 0.44
H -1.2730 1.3012 4.5891 -0.32 -0.04 0.51
H 0.0911 0.9175 3.6572 0.35 0.00 -0.54
H -4.1660 1.9210 2.4791 0.59 -0.23 0.13
H -3.6234 0.3091 3.0195 0.14 0.60 -0.23
H -4.9486 0.2507 0.9206 -0.65 -0.29 0.20
H -3.8879 1.3954 0.1837 0.35 -0.19 -0.42
H -3.2367 -0.5458 -0.6872 0.24 -0.30 1.20
Cl -0.6624 -6.1286 -3.7444 0.46 -0.01 0.18
C -0.2851 -4.9173 -2.5393 -0.42 1.43 -1.50
C -0.1199 -5.2333 -1.2242 0.01 -0.15 1.07
C -0.1065 -4.1728 -0.3069 -0.03 -1.76 1.67
C -0.2262 -2.8501 -0.6341 -0.23 0.02 -0.25
O -0.1385 -1.9673 0.3430 -0.49 1.51 -0.08
C -0.4836 -2.5162 -2.0035 0.37 -1.00 0.03
C -0.8853 -1.2625 -2.4461 0.28 0.80 0.47
O -0.9790 -0.2168 -1.6059 0.03 -0.46 -0.59
C -0.3872 -3.5664 -2.9426 -0.28 -1.34 1.47
H -0.0419 -6.2623 -0.8646 -0.16 0.35 -0.26
H -0.1232 -4.4377 0.7931 0.41 0.43 -1.32
H -1.0147 -1.1299 -3.5231 -0.17 0.46 0.33
H -0.5424 -3.3477 -3.9605 -0.22 0.17 -1.14
C 0.0876 4.3160 -0.1863 0.28 -1.04 -0.40
N -0.5304 4.0870 -1.4986 -0.77 -0.52 0.49
C -0.4153 5.0370 -2.5670 0.37 2.09 0.81
C -1.4784 3.1157 -1.5298 0.88 0.23 -1.45
C -2.5209 3.1233 -2.6127 -0.38 -0.06 0.04
O -1.4619 2.2224 -0.7103 -0.59 -1.44 1.80
H 0.0627 3.3429 0.3362 0.42 0.61 -0.23
H -0.4960 4.9982 0.4090 -0.20 0.56 0.15
H 1.1057 4.6769 -0.3220 -0.04 -0.03 0.13
H -0.1776 4.5861 -3.5217 -0.21 -0.06 -0.15
H 0.4019 5.7297 -2.2943 -0.01 -0.55 -0.30
H -1.2580 5.7596 -2.6005 0.01 -0.70 -0.38
H -2.1418 3.2381 -3.6278 0.26 -0.31 0.06
H -3.0722 4.0557 -2.4620 -0.51 -0.24 0.03
H -3.1485 2.2006 -2.5185 0.52 1.05 -0.13
O 0.9915 0.6313 0.8377 0.13 -0.57 -0.40
S 2.1437 -0.4120 0.9598 -0.67 -0.85 0.28
C 2.5478 -1.1157 -0.6526 -0.23 0.79 0.68
C 2.3033 -0.4343 -1.8316 0.12 0.21 -0.73
C 2.3597 -1.1704 -3.0323 0.07 -0.03 1.97
C 2.6578 -2.5370 -2.9971 -0.53 1.02 -1.24
C 2.9075 -3.1581 -1.8125 0.49 -0.20 0.65
C 2.8514 -2.4618 -0.6274 -0.21 -0.05 0.49
C 3.4968 0.5795 1.4512 0.43 0.90 -0.05
C 4.6429 0.7604 0.6919 -0.45 0.55 0.28
C 5.5482 1.7306 1.1169 0.57 -1.30 -1.10
C 5.3340 2.4700 2.2347 0.74 1.04 0.21
C 4.1666 2.3453 2.9596 0.19 0.04 0.36
C 3.2894 1.3488 2.6109 -0.72 0.11 -0.23
H 2.0485 0.6439 -1.8288 0.06 -0.85 0.01
H 2.0504 -0.6585 -3.8974 -0.05 0.30 -1.21
H 2.5857 -3.1193 -3.9079 0.20 0.06 -0.01
H 3.1196 -4.1987 -1.7715 0.06 -0.73 -0.09
H 2.9199 -2.9950 0.3143 0.11 0.10 -0.01
H 4.7813 0.2624 -0.2507 0.06 -0.29 -0.11
H 6.4569 1.8552 0.5382 -0.05 0.12 0.08
H 6.1157 3.1839 2.4757 -0.34 0.13 0.28
H 3.9535 3.0399 3.7676 0.02 -0.34 0.03
H 2.3689 1.2890 3.1822 -0.02 -0.31 -0.18
```
Forces are in eV/Å.